C31H21BrF4I2N2NiOP as an isolated structure, computed with wB97M-V/def2-TZVPD.

Structure (XYZ):
```
64
C31H21BrF4I2N2NiOP, DFT wB97M-V/def2-TZVPD
I -0.515 -0.188 -4.505
I -3.040 5.247 -4.484
Br 2.443 0.958 -0.197
Ni 0.168 0.231 0.193
P 0.784 -0.539 2.158
F 5.101 1.895 0.833
F 2.391 -0.637 4.776
F 6.194 1.618 3.279
F 4.837 0.355 5.247
O -0.144 0.602 -1.543
N -1.131 1.867 0.870
N -1.537 -0.799 0.305
C -3.867 -0.719 0.739
C -1.162 1.661 4.985
C 4.289 0.502 4.055
C -0.754 1.635 -2.104
C 4.985 1.150 3.048
C 1.098 -4.380 3.515
C 1.394 -2.999 1.124
C 3.021 0.006 3.796
C 3.144 0.799 1.558
C -1.130 2.813 -1.432
C -1.542 -0.740 3.636
C -1.785 3.827 -2.128
C -2.328 0.932 5.176
C 4.412 1.293 1.790
C 0.994 -2.324 2.277
C 2.414 0.158 2.558
C -0.368 -0.013 3.444
C -1.639 -2.114 0.068
C -2.516 -0.267 4.504
C -2.834 -2.793 0.170
C -2.513 1.400 0.776
C -0.183 1.191 4.124
C -2.057 3.713 -3.480
C 1.644 -4.361 1.169
C -0.845 3.050 0.034
C 0.853 -3.017 3.478
C -3.972 -2.078 0.520
C -1.683 2.561 -4.161
C -2.629 -0.101 0.616
C 1.491 -5.050 2.364
C -1.049 1.543 -3.476
H -1.010 2.592 5.515
H -4.929 -2.575 0.611
H -1.699 -1.675 3.111
H 1.514 -2.458 0.190
H -2.971 1.845 -0.112
H -3.421 -0.840 4.656
H 0.559 -2.496 4.380
H -3.110 1.717 1.636
H 0.728 1.763 3.988
H -1.892 2.450 -5.215
H -2.086 4.718 -1.591
H -4.734 -0.125 0.998
H 1.954 -4.883 0.274
H -0.905 2.071 1.836
H -2.869 -3.854 -0.028
H 1.683 -6.114 2.401
H -0.729 -2.625 -0.213
H -3.086 1.295 5.857
H -1.437 3.909 0.366
H 0.207 3.304 0.197
H 0.988 -4.920 4.446
```

Results
- largest force on an atom (Eh/bohr) = 0.0083
- charge = +1
- energy above the lowest of the compared OMol25 structures with the same formula, charge and spin (kcal/mol) = 2.5
- Kohn-Sham gap (spin up / spin down) (Eh) = 0.245 / 0.245


C44H44N8O2SeTeW as an isolated structure in a non-equilibrium geometry, computed with wB97M-V/def2-TZVPD.

Structure (XYZ):
```
101
C44H44N8O2SeTeW, DFT wB97M-V/def2-TZVPD
W -0.118 0.738 0.771
Te 3.347 1.437 0.521
Se -2.623 2.029 3.512
O -0.642 -0.951 1.853
O 0.863 2.335 1.363
N 0.663 -0.557 -0.557
N -1.806 -0.075 -0.359
N -1.402 2.442 -0.068
N 1.481 -0.144 1.994
N -3.436 3.385 2.743
N 2.159 -1.327 1.596
N 0.037 -0.182 -1.753
N -1.649 1.637 2.048
C 3.712 -0.879 3.419
C -3.395 0.524 -2.571
C 5.564 -2.604 2.288
C 6.009 -1.330 -2.572
C 4.506 0.428 -0.990
C 4.763 3.800 1.765
C -3.149 0.028 -0.240
C -2.756 4.312 -0.714
C 6.802 -2.293 -3.409
C 5.691 5.073 -0.523
C 4.462 3.283 0.493
C 5.557 4.934 1.853
C -1.998 2.533 1.134
C 5.859 -1.972 3.487
C 0.035 -0.073 4.056
C 3.399 -1.544 2.230
C 0.232 -0.296 2.586
C 6.457 -0.938 -1.314
C 6.039 5.581 0.721
C 1.325 3.463 -0.721
C 4.626 3.411 -2.046
C 0.490 -4.188 -0.949
C 1.146 -4.591 0.227
C 6.292 0.338 0.823
C 4.917 3.928 -0.663
C 4.082 0.126 -2.285
C 5.727 -0.078 -0.510
C -2.053 0.395 -2.745
C -3.348 4.441 0.518
C 2.932 0.801 -2.969
C -1.250 0.048 -1.616
C 0.333 -2.861 -1.241
C 4.931 -1.102 4.040
C 4.260 3.150 3.033
C -2.982 3.502 1.506
C 1.560 -2.287 0.797
C 0.833 -1.877 -0.364
C 4.354 -2.388 1.653
C 1.680 -3.653 1.078
C -3.971 0.307 -1.291
C -1.804 3.312 -0.975
C 4.834 -0.770 -3.043
C 6.909 6.800 0.836
C 1.302 2.162 0.069
H 6.224 -2.625 -4.270
H 6.041 5.579 -1.417
H 6.361 7.695 0.536
H 1.202 3.294 -1.792
H -5.039 0.363 -1.144
H 6.808 -2.150 3.976
H 4.472 3.778 3.897
H 2.196 -3.960 1.977
H 7.714 -1.816 -3.773
H -4.070 5.217 0.730
H -4.029 0.779 -3.412
H 2.278 0.076 -3.444
H -3.012 4.997 -1.510
H -1.352 3.201 -1.951
H 5.434 2.758 -2.382
H 6.285 -3.271 1.833
H 0.744 -0.687 4.612
H 7.778 6.715 0.184
H 2.992 -0.206 3.858
H 5.150 -0.601 4.975
H 7.254 6.939 1.859
H 2.253 4.011 -0.560
H 5.551 0.249 1.622
H 0.204 0.972 4.329
H -1.560 0.538 -3.696
H 4.482 -1.014 -4.040
H 7.152 -0.276 1.083
H 4.149 -2.862 0.703
H 4.747 2.184 3.187
H 6.613 1.383 0.787
H 5.811 5.325 2.832
H 7.095 -3.167 -2.828
H 3.324 1.462 -3.747
H -0.197 -2.542 -2.127
H 1.224 -5.642 0.468
H 2.327 1.381 -2.283
H 7.404 -1.318 -0.945
H 4.543 4.235 -2.754
H 0.090 -4.935 -1.621
H 3.705 2.835 -2.061
H -0.977 -0.373 4.331
H 3.180 2.990 2.987
H -3.543 -0.145 0.756
H 0.518 4.097 -0.360
```

Results
- expectation value of S² = 0.78
- multiplicity = 2
- largest force on an atom (Eh/bohr) = 0.0727
- charge = +1
- energy above the lowest of the compared OMol25 structures with the same formula, charge and spin (kcal/mol) = 66.2
- Kohn-Sham gap (spin up / spin down) (Eh) = 0.178 / 0.177


A 2-piece molecular cluster, C5H9N3O2 overall in a non-equilibrium geometry, computed with wB97M-V/def2-TZVPD.

Structure (XYZ):
```
19
C5H9N3O2, DFT wB97M-V/def2-TZVPD
O -0.523 4.321 1.473
O 2.194 4.450 -0.564
N 0.299 4.438 0.634
N 0.224 1.766 2.866
N 1.320 4.229 0.176
C -0.542 -0.181 -0.551
C -1.348 -1.565 -0.272
C -0.220 0.547 0.688
C 0.798 -0.425 -1.268
C -0.017 1.067 1.742
H 0.757 -0.805 -2.340
H 1.603 -1.147 -0.768
H -2.134 -1.401 0.483
H 1.382 0.563 -1.434
H 0.649 1.342 3.590
H -1.733 -2.044 -1.174
H -1.134 0.565 -1.293
H -0.444 2.625 2.981
H -0.667 -2.337 0.302
```

Results
- largest force on an atom (Eh/bohr) = 0.1176
- energy above the lowest of the compared OMol25 structures with the same formula, charge and spin (kcal/mol) = 205.0
- Kohn-Sham gap (Eh) = 0.294


One molecule with the formula C23H21ClN4O2 in a non-equilibrium geometry, computed with wB97M-V/def2-TZVPD.

Structure (XYZ):
```
51
C23H21ClN4O2, DFT wB97M-V/def2-TZVPD
Cl 6.529 -2.470 2.212
O -4.820 1.286 1.763
O -0.719 -0.518 1.155
N -1.008 1.398 -0.028
N 2.168 2.735 -0.984
N 2.337 1.438 -1.245
N -5.086 0.064 1.251
C -2.811 -2.577 0.194
C -2.888 0.471 1.053
C -1.439 0.371 0.745
C 3.603 0.977 -1.747
C 4.291 0.402 0.602
C 4.336 0.106 -0.755
C -3.958 -0.459 0.831
C -3.948 -1.773 0.201
C 1.148 -0.761 -1.169
C -2.994 2.840 2.152
C -5.119 -2.237 -0.398
C 0.381 4.189 -0.113
C 0.943 2.871 -0.511
C 0.309 1.610 -0.462
C -5.147 -3.478 -1.003
C 1.240 0.703 -0.947
C -3.510 1.544 1.642
C 5.069 -0.992 -1.183
C 5.687 -1.479 1.073
C -4.009 -4.271 -1.017
C 5.749 -1.786 -0.277
C -2.847 -3.818 -0.415
C 4.959 -0.387 1.518
H -3.492 3.085 3.088
H 4.186 1.881 -1.951
H -1.922 2.776 2.317
H 3.457 0.437 -2.689
H -0.500 4.429 -0.710
H -3.203 3.642 1.444
H 4.918 -0.159 2.571
H 5.113 -1.233 -2.236
H 1.131 4.958 -0.270
H 3.726 1.255 0.943
H -4.031 -5.241 -1.491
H -1.908 -2.242 0.679
H -1.656 2.142 -0.242
H 2.134 -1.201 -1.284
H -6.057 -3.831 -1.466
H -1.962 -4.438 -0.414
H 0.094 4.183 0.938
H 0.651 -1.219 -0.316
H 0.554 -0.975 -2.059
H -5.996 -1.610 -0.377
H 6.318 -2.638 -0.613
```

Results
- largest force on an atom (Eh/bohr) = 0.0234
- energy above the lowest of the compared OMol25 structures with the same formula, charge and spin (kcal/mol) = 34.1
- Kohn-Sham gap (Eh) = 0.338


One molecule with the formula C3H7ClN2O2 in a non-equilibrium geometry, computed with wB97M-V/def2-TZVPD.

Structure (XYZ):
```
15
C3H7ClN2O2, DFT wB97M-V/def2-TZVPD
Cl 2.564 -0.432 -0.795
O 0.226 2.676 -0.119
O -2.031 -0.486 -0.970
N -0.510 1.532 -0.438
N -0.673 -0.736 -0.673
C -0.535 -1.828 0.343
C 0.059 0.417 -0.214
C 1.420 0.270 0.361
H 0.492 -1.927 0.530
H -0.888 -2.855 0.036
H -2.046 0.644 -0.815
H 1.691 1.247 0.642
H -0.237 3.432 -0.393
H 1.418 -0.389 1.224
H -0.948 -1.565 1.281
```

Results
- largest force on an atom (Eh/bohr) = 0.0881
- energy above the lowest of the compared OMol25 structures with the same formula, charge and spin (kcal/mol) = 73.6
- Kohn-Sham gap (Eh) = 0.345


A 2-piece molecular cluster, C2H9NOP overall in a non-equilibrium geometry, computed with wB97M-V/def2-TZVPD.

Structure (XYZ):
```
14
C2H9NOP, DFT wB97M-V/def2-TZVPD
P 0.194 -2.059 0.103
O 1.484 -1.607 -0.887
N -0.030 0.641 -0.317
C -0.759 -0.549 -0.229
C -0.178 1.593 0.776
H 0.654 -1.545 1.407
H 1.971 -2.339 -1.230
H -1.764 -0.329 0.200
H -1.668 -0.899 -1.784
H -0.032 1.115 -1.164
H -0.162 2.633 0.495
H -1.157 1.389 1.282
H 0.939 0.437 -0.282
H 0.506 1.519 1.630
```

Results
- largest force on an atom (Eh/bohr) = 0.1257
- charge = +1
- energy above the lowest of the compared OMol25 structures with the same formula, charge and spin (kcal/mol) = 75.9
- Kohn-Sham gap (Eh) = 0.342


A 2-piece molecular cluster, C16H17F16NO3 overall in a non-equilibrium geometry, computed with wB97M-V/def2-TZVPD.

Structure (XYZ):
```
53
C16H17F16NO3, DFT wB97M-V/def2-TZVPD
F -1.968 0.997 -2.993
F -1.438 -1.622 -3.863
F -1.877 4.856 5.299
F -4.597 1.285 3.680
F -2.692 4.785 3.288
F -5.184 4.051 4.487
F 1.107 -2.488 -3.384
F -4.333 5.981 5.076
F -4.727 3.385 1.789
F 0.291 -0.092 -2.377
F -0.503 -1.003 -0.543
F -5.284 1.392 1.083
F -3.216 0.272 2.307
F -2.135 -2.604 -2.028
F -0.449 -4.026 -3.520
F -1.873 1.124 -0.809
O 1.864 -3.424 -1.093
O -2.605 2.929 4.557
O 3.173 0.760 -2.442
N 4.705 -0.621 -3.521
C -4.173 4.642 5.152
C -1.069 -1.995 -2.618
C -2.822 4.276 4.522
C 5.825 -1.331 -2.838
C 2.934 -1.335 -0.312
C 2.160 -2.620 0.040
C -1.992 0.272 -1.862
C 0.069 -3.040 -2.722
C 0.525 -3.691 -1.390
C -3.642 1.494 2.751
C 3.763 -0.290 -2.539
C -2.408 2.144 3.397
C -0.778 -0.695 -1.836
C 3.818 -1.441 -1.543
C -4.251 2.157 1.511
C 5.359 -1.418 -1.362
H 5.900 -2.342 -3.254
H 2.226 -0.515 -0.476
H -3.510 2.224 0.712
H 1.252 -2.355 0.587
H -2.939 -0.269 -1.787
H 0.422 -4.769 -1.560
H 6.761 -0.791 -2.970
H -1.796 2.660 2.656
H 5.603 -0.448 -0.912
H 3.629 -2.331 -2.152
H -0.154 -3.422 -0.578
H -4.192 4.328 6.197
H 4.976 0.206 -4.039
H 2.768 -3.232 0.719
H -1.824 1.299 3.758
H 5.767 -2.260 -0.806
H 3.532 -1.055 0.562
```

Results
- largest force on an atom (Eh/bohr) = 0.0214
- Kohn-Sham gap (Eh) = 0.371


A 13-piece molecular cluster, C23H72N12O13 overall in a non-equilibrium geometry, computed with wB97M-V/def2-TZVPD.

Structure (XYZ):
```
120
C23H72N12O13, DFT wB97M-V/def2-TZVPD
O 0.864 5.751 -1.347
O -2.336 1.157 2.957
O -3.274 0.129 -0.001
O -2.578 2.987 -0.424
O 3.070 -3.917 2.116
O -1.829 -2.204 -1.815
O 3.813 -0.935 3.273
O -0.872 1.446 -5.033
O 1.634 2.976 1.716
O 2.621 -0.771 -2.368
O -3.793 -1.570 2.952
O 1.177 0.898 0.146
O -1.071 -6.279 3.305
N 1.290 -2.322 2.108
N -3.110 -2.343 0.769
N 2.122 -2.785 0.220
N 3.525 0.650 1.551
N 2.857 1.184 3.518
N 1.085 -5.647 2.977
N 3.227 4.615 1.526
N 1.054 5.147 1.447
N -3.260 -3.785 2.366
N 0.384 -1.060 -0.890
N -0.499 -4.166 2.604
N -0.555 -0.503 1.137
C -1.401 -0.400 4.416
C -3.009 -4.063 -1.984
C 1.419 -1.420 -4.090
C -0.643 -4.123 -1.560
C -3.442 -2.563 2.041
C -1.163 3.138 -3.684
C -1.391 2.909 0.271
C 0.256 -0.174 0.106
C -1.730 -3.366 -2.205
C 3.032 -2.986 -3.164
C 1.999 4.240 1.582
C 2.085 3.883 -1.864
C 3.454 0.311 2.801
C -0.129 -5.335 2.987
C -0.616 0.922 -2.866
C -4.603 0.310 0.288
C 2.763 -1.501 -3.342
C -0.703 1.985 4.037
C -1.336 1.708 -3.909
C 1.729 5.356 -2.182
C -1.848 1.019 4.056
C 2.983 6.238 -2.116
C 2.222 -2.903 1.500
H -1.640 3.558 -2.787
H -0.565 -0.407 5.156
H 1.249 6.190 1.528
H -0.094 1.854 3.135
H 1.308 -0.382 -4.378
H 3.985 3.876 1.669
H -3.147 -5.034 -2.470
H -3.318 -4.157 -0.902
H 1.414 -2.179 -0.217
H 0.542 1.201 -2.777
H -0.868 -0.155 -3.038
H -3.640 -4.049 3.283
H -0.123 1.781 4.844
H -4.625 0.014 1.320
H -1.319 -1.134 1.084
H -0.692 0.208 1.888
H -0.327 -1.789 -1.194
H 1.154 -0.801 -1.583
H -3.805 -3.531 -2.545
H 2.619 7.218 -2.223
H 0.100 4.892 1.574
H -2.570 -2.896 0.150
H -2.671 3.913 -0.596
H -2.338 1.469 -3.866
H 2.597 1.028 4.546
H 3.961 -0.083 1.056
H 1.856 -5.046 2.652
H -0.858 -0.896 3.592
H -5.246 -0.304 -0.330
H -1.448 0.740 -5.295
H 3.198 -1.145 -1.738
H 1.446 5.311 -3.267
H 1.149 -2.567 3.077
H 2.465 3.797 -0.840
H 2.407 -3.538 -0.399
H 0.550 -1.749 -3.514
H 1.289 3.091 -1.860
H 3.396 6.043 -1.065
H -1.037 3.009 4.142
H -2.961 0.821 -0.632
H -3.087 -4.568 1.719
H 4.048 -3.220 -2.887
H 0.094 -3.430 2.220
H 2.772 1.063 0.973
H 2.859 3.410 -2.540
H 3.674 5.875 -2.893
H 1.523 -1.958 -5.042
H -4.858 1.397 0.273
H -0.532 2.885 -0.406
H 2.302 1.937 3.100
H 1.251 -6.675 3.140
H -2.963 0.462 2.833
H 2.279 -3.387 -2.440
H -0.632 -5.171 -1.848
H 3.369 -1.056 -4.031
H -1.571 -3.994 2.446
H -0.757 -4.063 -0.484
H -3.235 -1.369 0.451
H 0.780 -1.434 1.756
H 2.823 -3.533 -4.167
H -2.214 -0.949 4.812
H 3.573 5.523 1.354
H 0.340 -3.701 -1.759
H -2.395 -1.610 -2.370
H -1.282 2.022 0.944
H -0.175 3.410 -3.690
H -0.950 1.263 -1.956
H 1.168 5.474 -0.531
H -2.674 1.264 4.719
H -1.540 -3.369 -3.236
H -1.314 3.794 0.931
H -1.545 3.695 -4.493
```

Results
- largest force on an atom (Eh/bohr) = 0.2631
- energy above the lowest of the compared OMol25 structures with the same formula, charge and spin (kcal/mol) = 344.1
- Kohn-Sham gap (Eh) = 0.277


no.,energy (eV)
1,-184955.7813
2,-136813.7663
3,-13887.6909
4,-46769.4510
5,-22818.0030
6,-15035.9113
7,-67980.0406
8,-69507.9860